2 unconnected molecules or ions with the total composition C6H9N2O2 in a non-equilibrium geometry. Source: OMol25; level of theory: the ωB97M-V functional and the def2-TZVPD basis.

Geometry (Å):
C  1.081311  0.072241  2.845247
C  2.330060  0.004447  1.913939
O  3.364499  -0.432436  2.466288
O  2.150303  0.356713  0.732622
H  0.260266  -0.431204  2.323713
H  0.685467  1.059313  3.116397
H  1.241586  -0.430719  3.795326
C  -2.194375  0.462047  -0.076569
C  -1.188006  0.147363  -1.140215
C  -0.408830  0.202809  -3.133483
C  -0.162289  -0.736802  -1.175505
N  -1.343754  0.720531  -2.399022
N  0.375382  -0.656762  -2.438652
H  -0.185971  0.498361  -4.147537
H  -3.115353  -0.100352  -0.241453
H  -2.473867  1.511243  -0.194989
H  1.000571  -1.355356  -2.804058
H  0.345758  -1.211785  -0.348203
H  -1.762756  0.320354  0.906160

Force components x, y, z for each atom (eV/Å):
C -0.622 -0.159 0.061
C 0.034 0.068 0.849
O 0.078 0.042 -0.206
O -0.076 0.020 -0.327
H -0.064 -0.032 0.045
H 0.405 0.171 -0.456
H 0.222 -0.232 0.023
C 0.377 0.479 -0.540
C -0.883 0.008 -0.691
C 0.424 0.200 -0.514
C 0.423 0.241 0.840
N -0.207 0.098 0.397
N -0.233 -0.584 0.207
H -0.070 -0.184 -0.068
H 0.096 -0.224 0.275
H 0.076 0.017 0.165
H 0.202 0.387 -0.076
H -0.002 -0.129 -0.240
H -0.181 -0.186 0.258

Properties
LUMO level   3.48 eV
Net charge   -1
Gap between HOMO and LUMO   7.5 eV
HOMO level   -0.14760 Eh